# 1
The following is a DFT calculation (ωB97M-V with the def2-TZVPD basis set) of C38H39N3S as an isolated structure in a non-equilibrium geometry.

Positions of all 81 atoms, in Å:
N (2.44678, -2.17366, 1.12072)
C (2.70244, -0.71674, 1.16980)
C (2.00442, 0.08422, -0.03975)
C (0.66378, -0.65849, -0.34624)
C (0.57406, -1.53094, -1.49172)
C (-0.71557, -2.28228, -1.75993)
C (-1.86094, -2.15582, -0.88969)
C (-1.73746, -1.24937, 0.27307)
N (-2.67358, -0.97475, 1.28151)
S (-1.98909, 0.08690, 2.33361)
N (-0.45179, 0.37059, 1.73407)
C (-0.46459, -0.43608, 0.62133)
H (1.53282, -2.41062, 1.53263)
H (3.11049, -2.58227, 1.79686)
H (2.44510, -0.25091, 2.16702)
H (3.81246, -0.58458, 0.99279)
H (1.82748, 1.11926, 0.36248)
H (2.68494, 0.17179, -0.92632)
H (1.44876, -1.65908, -2.17059)
H (-0.73161, -2.96884, -2.63525)
H (-2.79215, -2.73793, -1.08842)
C (4.83798, -3.57481, -2.43521)
C (5.37422, -4.41971, -3.39998)
C (4.95453, -5.74223, -3.47684)
C (3.99100, -6.21776, -2.59478)
C (3.45210, -5.37193, -1.63247)
C (3.87810, -4.05144, -1.54902)
H (5.16814, -2.54370, -2.37329)
H (6.12078, -4.04713, -4.09230)
H (5.37754, -6.40270, -4.22488)
H (3.66024, -7.24813, -2.65800)
H (2.69929, -5.74251, -0.94559)
H (3.46131, -3.39282, -0.79377)
C (-2.65437, 2.36406, -4.57069)
C (-3.56749, 2.24276, -3.53123)
C (-3.17497, 1.67854, -2.32286)
C (-1.86602, 1.24416, -2.14874)
C (-0.95252, 1.37009, -3.18882)
C (-1.34696, 1.92521, -4.40037)
H (-2.96125, 2.80073, -5.51416)
H (-4.58737, 2.58730, -3.66286)
H (-3.89040, 1.57710, -1.51390)
H (-1.56390, 0.80352, -1.21000)
H (0.06935, 1.03386, -3.05408)
H (-0.63445, 2.01748, -5.21197)
C (7.21120, -3.38586, 1.75210)
C (7.97985, -3.36694, 2.90963)
C (7.53487, -4.02324, 4.05105)
C (6.32504, -4.70694, 4.03198)
C (5.55804, -4.72894, 2.87314)
C (5.99866, -4.06500, 1.73436)
H (7.55688, -2.87118, 0.86287)
H (8.92677, -2.83935, 2.92258)
H (8.13150, -4.00279, 4.95563)
H (5.98024, -5.22288, 4.92070)
H (4.61484, -5.26390, 2.85772)
H (5.39765, -4.07792, 0.83196)
C (-7.60278, 3.81885, -0.75753)
C (-7.84084, 5.13092, -0.36714)
C (-6.79887, 6.05106, -0.34684)
C (-5.52046, 5.66063, -0.72617)
C (-5.28290, 4.34826, -1.12041)
C (-6.32261, 3.42674, -1.13217)
H (-8.41481, 3.10102, -0.77006)
H (-8.83960, 5.43705, -0.07754)
H (-6.98366, 7.07286, -0.03599)
H (-4.70872, 6.37886, -0.71466)
H (-4.28565, 4.04423, -1.41777)
H (-6.13634, 2.40222, -1.43438)
C (-4.16000, 4.38182, 2.26179)
C (-3.05818, 3.53507, 2.30020)
C (-2.23674, 3.51234, 3.42238)
C (-2.52420, 4.32983, 4.50914)
C (-3.62780, 5.17328, 4.47177)
C (-4.44304, 5.20260, 3.34708)
H (-4.79702, 4.40260, 1.38764)
H (-2.83918, 2.89271, 1.45411)
H (-1.37313, 2.85696, 3.45067)
H (-1.88708, 4.30902, 5.38589)
H (-3.85218, 5.80942, 5.32057)
H (-5.30080, 5.86471, 3.31612)

The LUMO energy comes out at -0.862 eV. The calculation puts the frontier orbital gap at 0.2908 Eh. The total charge is 0.

# 2
The following is a DFT calculation (ωB97M-V with the def2-TZVPD basis set) of C38H40AsN3O2SSe2Ti as an isolated structure in a non-equilibrium geometry.

Positions of all 88 atoms, in Å:
Ti (0.12831, 0.04274, 0.22838)
O (3.16129, 3.05638, 0.64286)
C (4.42473, 2.51410, 0.28473)
C (4.39641, 1.04095, -0.13087)
C (5.88686, 0.76522, -0.45595)
O (6.16528, -0.56506, -0.87163)
C (4.01542, 0.07648, 0.99285)
Se (2.23171, -0.03202, 1.82226)
C (3.64312, 0.78261, -1.43876)
Se (1.68817, 0.94579, -1.55414)
H (3.29570, 3.97598, 0.89284)
H (5.12188, 2.60726, 1.12680)
H (4.84484, 3.08369, -0.55526)
H (6.49442, 1.03691, 0.41436)
H (6.19143, 1.40403, -1.28795)
H (6.13492, -1.14371, -0.10502)
H (4.65845, 0.27407, 1.85353)
H (4.21789, -0.93492, 0.65444)
H (3.89406, -0.21108, -1.79933)
H (3.99494, 1.49304, -2.18745)
S (-2.08646, -1.00584, -0.49727)
C (-3.02593, -0.35915, -1.84521)
C (-3.94566, -1.17723, -2.50130)
C (-4.72424, -0.66106, -3.52747)
C (-4.59392, 0.66773, -3.91336)
C (-3.68787, 1.48770, -3.25678)
C (-2.91973, 0.97676, -2.21917)
As (-1.65769, 1.95268, -1.13924)
C (-1.50929, 3.59446, -2.17797)
C (-2.51519, 4.55524, -2.24278)
C (-2.37289, 5.65524, -3.07727)
C (-1.23042, 5.79949, -3.85672)
C (-0.22846, 4.84085, -3.80125)
C (-0.36584, 3.74206, -2.96152)
C (-2.85029, 2.55090, 0.31416)
C (-2.69238, 3.81374, 0.88674)
C (-3.43395, 4.19367, 1.99678)
C (-4.35188, 3.31262, 2.55329)
C (-4.53361, 2.06329, 1.97825)
C (-3.78883, 1.68387, 0.86699)
H (-4.03963, -2.21359, -2.20053)
H (-5.43643, -1.30272, -4.03270)
H (-5.19605, 1.06365, -4.72121)
H (-3.58068, 2.52123, -3.55891)
H (-3.41765, 4.43920, -1.65785)
H (-3.15704, 6.40088, -3.12096)
H (-1.12546, 6.65836, -4.50936)
H (0.65918, 4.94554, -4.41366)
H (0.42125, 2.99882, -2.90819)
H (-1.99044, 4.51405, 0.45871)
H (-3.29909, 5.18181, 2.42387)
H (-4.92548, 3.60276, 3.42565)
H (-5.25418, 1.36987, 2.39539)
H (-3.93943, 0.70192, 0.44362)
C (0.55967, -2.47584, -1.86415)
N (0.85300, -2.19988, -0.43918)
C (2.28263, -2.49558, -0.26304)
C (0.09208, -3.14150, 0.41544)
C (-0.35170, -2.53794, 1.71623)
C (-0.72986, -3.38831, 2.74808)
C (-1.41342, -2.89925, 3.85191)
C (-1.77059, -1.55897, 3.88207)
C (-1.36503, -0.71110, 2.85840)
C (-0.57898, -1.15526, 1.78980)
H (0.77647, -3.52676, -2.09022)
H (1.18660, -1.84378, -2.48378)
H (-0.47815, -2.27053, -2.08641)
H (2.48790, -3.51274, -0.61318)
H (2.54625, -2.41399, 0.78540)
H (2.87176, -1.80030, -0.84908)
H (0.67326, -4.05239, 0.58177)
H (-0.80776, -3.43082, -0.12514)
H (-0.51144, -4.45054, 2.67310)
H (-1.70167, -3.56404, 4.65749)
H (-2.37099, -1.16904, 4.69652)
H (-1.72267, 0.30989, 2.88283)
N (0.86228, 6.65550, 4.14143)
C (0.72125, 5.66708, 3.57143)
C (0.54610, 4.42652, 2.85305)
C (0.22859, 3.25342, 3.52384)
C (0.07567, 2.09365, 2.79503)
N (0.15363, 2.04334, 1.45649)
C (0.49319, 3.17346, 0.83195)
C (0.70670, 4.37548, 1.48092)
H (0.12367, 3.23614, 4.59990)
H (-0.08872, 1.16513, 3.30679)
H (0.65173, 3.11164, -0.23055)
H (0.97858, 5.25643, 0.91384)

The LUMO energy comes out at -0.791 eV. The calculation puts the frontier orbital gap at 0.2361 Eh. Its energy relative to the best compared isomer or geometry (same formula, charge and spin) is 98.8 kJ/mol. The total charge is 0.

# 3
The following is a DFT calculation (ωB97M-V with the def2-TZVPD basis set) of C38H40BaClN3O3S2Si as an isolated structure in a non-equilibrium geometry.

Positions of all 89 atoms, in Å:
Ba (-0.42325, -0.77152, 0.44427)
C (-0.53684, 3.01955, 0.89062)
N (-1.82304, 2.34292, 0.75624)
C (-2.66349, 2.60609, 1.92529)
C (-3.69195, 1.51253, 2.18444)
N (-3.07868, 0.36341, 2.83419)
C (-3.95414, -0.79704, 2.82386)
C (-2.58417, 0.64692, 4.15452)
C (-3.46468, 1.03924, 5.15859)
C (-3.04294, 1.27881, 6.45583)
C (-1.70150, 1.08724, 6.76732)
C (-0.81033, 0.71802, 5.78104)
C (-1.21136, 0.51348, 4.44287)
S (0.05495, 0.20941, 3.29230)
C (-2.48990, 2.60581, -0.49235)
C (-2.50050, 3.90326, -0.99960)
C (-3.06558, 4.22222, -2.22353)
C (-3.63145, 3.20838, -2.98422)
C (-3.65508, 1.91860, -2.48833)
C (-3.11197, 1.57440, -1.23496)
S (-3.29391, -0.07513, -0.71752)
H (-0.63118, 4.09483, 1.11281)
H (0.03248, 2.90393, -0.03292)
H (0.01251, 2.54959, 1.70878)
H (-3.18955, 3.57024, 1.81571)
H (-2.01198, 2.67478, 2.79992)
H (-4.08959, 1.17636, 1.22805)
H (-4.52911, 1.93328, 2.77305)
H (-4.91175, -0.62413, 3.34653)
H (-3.44055, -1.63138, 3.30521)
H (-4.16826, -1.05836, 1.78637)
H (-4.51592, 1.16134, 4.91752)
H (-3.74201, 1.61313, 7.21385)
H (-1.35762, 1.22505, 7.78709)
H (0.24239, 0.59677, 5.99915)
H (-2.05027, 4.69503, -0.41091)
H (-3.06202, 5.24766, -2.57425)
H (-4.04942, 3.41940, -3.96291)
H (-4.10352, 1.12318, -3.06962)
C (3.65400, 1.32339, 2.96910)
Si (4.08852, -0.45984, 2.43584)
C (3.02776, -1.62598, 3.49294)
C (5.88800, -0.62265, 3.10529)
N (3.81075, -0.85548, 0.83065)
C (4.53557, -0.65422, -0.27209)
C (5.73199, 0.10935, -0.35370)
C (6.45099, 0.24992, -1.52649)
C (6.03645, -0.37659, -2.69373)
C (4.87060, -1.14275, -2.66327)
C (4.13111, -1.25851, -1.50538)
O (3.02068, -2.08541, -1.40314)
C (2.26860, -2.42212, -2.47494)
C (1.99205, -1.58706, -3.55713)
C (1.23269, -2.05027, -4.61603)
C (0.72463, -3.34065, -4.61896)
C (0.94008, -4.14931, -3.51438)
C (1.70836, -3.69951, -2.45626)
H (3.69307, 1.43860, 4.05528)
H (2.64774, 1.59013, 2.63809)
H (4.34536, 2.04775, 2.52852)
H (2.60258, -1.09692, 4.34769)
H (3.58977, -2.48639, 3.86629)
H (2.19597, -1.99618, 2.89429)
H (5.91082, -0.73015, 4.19292)
H (6.48469, 0.25501, 2.84242)
H (6.39183, -1.49289, 2.67496)
H (6.07746, 0.58748, 0.55556)
H (7.35403, 0.85352, -1.53327)
H (6.60641, -0.28650, -3.61058)
H (4.55198, -1.66268, -3.55868)
H (2.35254, -0.56781, -3.54379)
H (1.01950, -1.39085, -5.44831)
H (0.12484, -3.68752, -5.45020)
H (0.51202, -5.14433, -3.48419)
H (1.88301, -4.31556, -1.58333)
Cl (-4.09155, -2.02764, -7.10253)
C (-3.25102, -1.83458, -5.58187)
C (-3.17555, -2.90948, -4.71235)
C (-2.47992, -2.75674, -3.52460)
C (-1.86329, -1.55234, -3.22241)
C (-1.96676, -0.48317, -4.10018)
C (-2.66925, -0.61278, -5.28766)
C (-1.02508, -1.41046, -1.96882)
O (-1.04652, -2.35859, -1.14258)
O (-0.34665, -0.36297, -1.84023)
H (-3.64835, -3.84693, -4.97330)
H (-2.39404, -3.57174, -2.81918)
H (-1.48937, 0.44730, -3.82360)
H (-2.76393, 0.21577, -5.97695)

The LUMO energy comes out at 3.799 eV. The calculation puts the frontier orbital gap at 0.1948 Eh. Its energy relative to the best compared isomer or geometry (same formula, charge and spin) is 157.6 kJ/mol. The total charge is -2.

# 4
The following is a DFT calculation (ωB97M-V with the def2-TZVPD basis set) of C38H40BiCl2N2O2PS3 as an isolated structure.

Positions of all 89 atoms, in Å:
Bi (0.70178, -1.43338, 0.14364)
C (-1.04275, 0.00000, 2.79218)
N (-1.43261, -1.06610, 1.86314)
C (-2.45106, -0.57850, 0.92691)
C (-2.75318, -1.58373, -0.16446)
N (-1.64891, -1.71409, -1.12439)
C (-1.62221, -0.58506, -2.08440)
C (-1.62820, -2.97782, -1.82562)
C (-2.79726, -3.70062, -2.03481)
C (-2.77744, -4.89934, -2.73178)
C (-1.58006, -5.37739, -3.23632)
C (-0.41314, -4.66058, -3.03473)
C (-0.41441, -3.45748, -2.33171)
S (1.12260, -2.61918, -2.11428)
C (-1.82847, -2.26967, 2.55488)
C (-2.89141, -2.23759, 3.45204)
C (-3.28923, -3.37551, 4.13131)
C (-2.60950, -4.56588, 3.90731)
C (-1.55360, -4.60738, 3.01659)
C (-1.14338, -3.46490, 2.32066)
S (0.20051, -3.68637, 1.19308)
H (-1.90707, 0.42687, 3.31641)
H (-0.54709, 0.79507, 2.23932)
H (-0.33796, -0.39637, 3.52012)
H (-2.06810, 0.35031, 0.49677)
H (-3.38042, -0.32418, 1.45597)
H (-3.68315, -1.29553, -0.67015)
H (-2.91588, -2.56134, 0.29028)
H (-2.06046, 0.29951, -1.62541)
H (-2.19112, -0.83494, -2.98362)
H (-0.60118, -0.34728, -2.38343)
H (-3.74066, -3.33029, -1.65740)
H (-3.69662, -5.45174, -2.87595)
H (-1.54900, -6.31433, -3.77719)
H (0.53153, -5.03689, -3.40566)
H (-3.41125, -1.30135, 3.61984)
H (-4.11609, -3.33449, 4.82780)
H (-2.90219, -5.46725, 4.43032)
H (-1.02569, -5.53661, 2.84338)
Cl (8.22467, 0.17617, 1.39205)
C (6.61171, -0.42865, 1.14359)
C (6.40861, -1.50034, 0.26827)
C (5.14499, -1.99210, 0.06665)
Cl (4.90841, -3.31836, -1.01796)
C (3.99383, -1.44988, 0.71588)
O (2.84625, -1.98392, 0.51503)
C (4.24531, -0.35505, 1.58661)
C (3.18792, 0.36769, 2.26833)
O (1.98376, 0.23662, 2.12569)
C (5.54764, 0.12787, 1.79658)
H (7.24682, -1.94560, -0.25027)
H (3.55854, 1.12750, 2.98433)
H (5.70125, 0.95847, 2.47541)
C (1.31712, 3.38717, 0.22982)
P (-0.23106, 2.52686, -0.25538)
C (-0.71090, 3.54026, -1.70573)
C (-1.27104, 4.81314, -1.60862)
C (-1.56348, 5.54029, -2.75156)
C (-1.29392, 5.00638, -4.00594)
C (-0.73343, 3.74296, -4.11396)
C (-0.44871, 3.01220, -2.96790)
C (-1.41314, 3.12395, 1.00832)
C (-2.78101, 3.01784, 0.74756)
C (-3.71773, 3.34045, 1.71523)
C (-3.30263, 3.76506, 2.97189)
C (-1.94811, 3.87268, 3.24452)
C (-1.01009, 3.55759, 2.26855)
H (1.14779, 4.43853, 0.46666)
H (1.99628, 3.31822, -0.61964)
H (1.77197, 2.87797, 1.08077)
H (-1.48675, 5.23368, -0.63332)
H (-2.00131, 6.52673, -2.66573)
H (-1.52244, 5.57693, -4.89705)
H (-0.52071, 3.32385, -5.08907)
H (-0.00493, 2.02636, -3.05040)
H (-3.11620, 2.68971, -0.23147)
H (-4.77404, 3.26025, 1.49116)
H (-4.03290, 4.01317, 3.73116)
H (-1.61551, 4.20527, 4.21963)
H (0.04313, 3.64317, 2.50421)
C (4.29188, 1.40840, -1.27503)
S (2.75295, 0.71768, -1.92048)
C (3.46074, -0.26555, -3.25607)
H (4.98730, 0.61158, -1.01424)
H (4.06326, 1.98295, -0.37994)
H (4.74456, 2.06734, -2.01603)
H (4.00974, 0.37952, -3.94148)
H (2.63968, -0.74815, -3.78092)
H (4.11825, -1.03345, -2.85036)

The LUMO energy comes out at 0.073 eV. The calculation puts the frontier orbital gap at 0.2865 Eh. Its energy relative to the best compared isomer or geometry (same formula, charge and spin) is 22.9 kJ/mol. The total charge is 0.

Computed electronic energy (eV) in order:
-55342.3410, -274101.6660, -93437.9003, -119811.7416